1.
Here is a cluster of 2 separate species, C3H8NS in total from OMol25. Energies are from the ωB97M-V functional and the def2-TZVPD basis.

Last column: Mulliken charge in e.
Geometry (Å):
S 0.656 -3.073 1.063  -0.8604
H 1.421 -3.774 1.915  -0.0514
N -1.057 -0.428 0.813  -0.6423
C -0.190 -0.094 -0.305  -0.3511
C 0.688 2.193 -0.833  -0.7017
C -0.335 1.363 -0.692  -0.1192
H -0.609 -1.213 1.308  0.1736
H -1.936 -0.820 0.491  0.2407
H -0.337 -0.719 -1.199  0.2323
H 0.837 -0.255 0.018  0.3204
H 0.504 3.260 -0.895  0.2416
H 1.713 1.845 -0.862  0.2627
H -1.354 1.714 -0.824  0.2549

Summary:
Charge: -1
Energy relative to the best compared isomer or geometry (same formula, charge and spin): 0.7858 eV
LUMO energy: 3.8 eV
Spin multiplicity: 1
E_tot: -15566.257 eV

=====

2.
Here is the ion C3H7N2O with charge +1 in a non-equilibrium geometry from OMol25. Energies are from the ωB97M-V functional and the def2-TZVPD basis.

Last column: Mulliken charge in e.
Geometry (Å):
C -0.296 -0.370 -1.605  -0.0529
C 0.190 -0.321 0.667  0.3598
C -0.070 0.947 1.479  -1.1715
N 0.967 -0.271 -1.738  -0.1253
N -0.799 -0.471 -0.410  -0.1035
O 1.348 -0.480 0.120  -0.3643
H -0.964 -0.221 -2.369  0.4527
H 0.001 -1.157 1.396  0.3452
H -0.619 1.677 0.930  0.3645
H 0.936 1.176 1.724  0.3337
H -0.636 0.583 2.269  0.3777
H 1.686 -0.603 -2.410  0.3367
H -1.745 -0.491 -0.052  0.2470

Summary:
Charge: +1
Energy relative to the best compared isomer or geometry (same formula, charge and spin): 5.1884 eV
LUMO energy: -7.0 eV
Spin multiplicity: 1
E_tot: -8240.951 eV

=====

3.
Here is a cluster of 9 separate species, C37H86F2N2O12 in total in a non-equilibrium geometry from OMol25. Energies are from the ωB97M-V functional and the def2-TZVPD basis.

Last column: Mulliken charge in e.
Geometry (Å):
C 8.524 -2.054 2.551  -1.1154
C 7.828 -2.969 1.374  0.4607
F 8.879 -3.974 0.966  -0.4006
C 6.440 -3.721 1.820  -0.9393
C 5.138 -3.390 0.877  0.8559
C 4.824 -1.784 1.160  -0.5564
C 3.266 -1.352 0.890  -0.5631
C 2.846 0.128 1.460  -0.0005
C 4.050 1.240 1.464  -0.3456
N 4.519 1.456 2.895  -0.6217
O 4.062 -4.265 1.450  -0.3936
C 3.088 -4.715 0.402  0.6376
O 1.876 -5.184 0.714  -0.6026
O 3.711 -4.515 -0.948  -0.1992
C 5.066 -3.951 -0.661  0.4389
F 4.975 -2.657 -1.437  -0.3900
C 6.378 -4.642 -1.358  -0.6413
C 6.817 -6.094 -0.742  -0.5936
C 5.609 -6.955 -0.045  0.3307
N 5.618 -7.339 1.449  -0.4899
O 4.541 -7.431 -0.741  -0.5621
H 8.088 -0.947 2.533  0.2085
H 9.686 -1.925 2.317  0.3537
H 8.477 -2.535 3.629  0.2950
H 7.648 -2.297 0.416  0.2324
H 6.224 -3.474 2.959  0.5154
H 6.621 -4.900 1.772  0.2010
H 5.560 -1.071 0.549  0.2274
H 5.047 -1.594 2.309  0.2355
H 3.109 -1.305 -0.293  0.2156
H 2.466 -2.121 1.284  0.1944
H 2.001 0.555 0.735  -0.3143
H 2.310 -0.008 2.507  0.3472
H 4.914 1.044 0.700  0.2337
H 3.549 2.272 1.133  0.2213
H 3.991 0.872 3.581  0.2836
H 5.522 1.168 2.909  0.2579
H 6.226 -4.738 -2.525  0.4573
H 7.309 -3.909 -1.222  0.1812
H 7.740 -6.054 0.001  0.2684
H 7.197 -6.746 -1.667  0.4060
H 4.849 -8.065 1.568  0.3443
H 6.502 -7.925 1.547  0.2974
C -2.418 0.451 0.881  -1.2993
C -1.163 0.943 0.177  0.9260
C -1.478 1.471 -1.213  -1.0104
O -0.229 -0.129 0.075  -0.3731
H -2.882 -0.371 0.326  0.2778
H -2.174 0.062 1.876  0.2436
H -3.151 1.257 0.990  0.3556
H -0.692 1.732 0.773  -0.2219
H -1.909 0.685 -1.843  0.2642
H -0.564 1.810 -1.712  0.3458
H -2.183 2.307 -1.167  0.2295
H -0.639 -0.835 -0.453  0.3127
C -2.912 5.448 -3.837  -1.3189
C -3.252 4.020 -3.441  0.4097
C -4.669 3.653 -3.852  -1.2714
O -3.117 3.877 -2.030  -0.5244
H -3.581 6.162 -3.343  0.3222
H -1.894 5.702 -3.524  0.3045
H -2.991 5.587 -4.920  0.4158
H -2.543 3.329 -3.910  0.2214
H -5.401 4.303 -3.359  0.3246
H -4.904 2.627 -3.550  0.2690
H -4.801 3.738 -4.935  0.4038
H -3.744 4.486 -1.605  0.3214
C -5.622 -3.047 2.492  -0.9245
C -4.517 -2.352 3.272  0.5841
C -4.609 -2.660 4.758  -1.4804
O -4.615 -0.944 3.075  -0.4473
H -6.610 -2.710 2.827  0.3261
H -5.551 -2.807 1.426  0.0933
H -5.565 -4.134 2.611  0.3799
H -3.541 -2.670 2.890  0.2592
H -5.561 -2.309 5.173  0.3506
H -3.816 -2.143 5.308  0.3417
H -4.522 -3.735 4.944  0.3840
H -5.479 -0.653 3.411  0.2738
C 0.188 6.063 0.287  -1.2741
C -1.122 6.055 1.058  0.3821
C -1.178 4.899 2.045  -0.2688
O -2.209 5.945 0.142  -0.4888
H 0.306 5.142 -0.294  0.2509
H 0.209 6.892 -0.428  0.2904
H 1.043 6.162 0.963  0.4102
H -1.240 7.003 1.594  0.3467
H -1.108 3.937 1.526  -0.5053
H -2.131 4.899 2.583  0.2688
H -0.364 4.963 2.773  0.3932
H -2.112 5.106 -0.339  0.2875
C -2.631 2.042 4.525  -0.8599
C -1.527 2.737 5.305  0.4257
C -1.618 2.429 6.791  -1.4167
O -1.624 4.145 5.108  -0.5250
H -3.619 2.379 4.860  0.3534
H -2.560 2.282 3.459  0.0350
H -2.574 0.955 4.644  0.3326
H -0.550 2.419 4.923  0.2500
H -2.570 2.780 7.206  0.3551
H -0.825 2.946 7.341  0.3389
H -1.531 1.354 6.977  0.3691
H -2.488 4.437 5.444  0.3451
C -0.526 9.600 -5.099  -1.2796
C -2.030 9.510 -4.897  0.3565
C -2.592 10.803 -4.327  -1.2929
O -2.323 8.436 -4.007  -0.3976
H -0.013 9.778 -4.147  0.3317
H -0.134 8.659 -5.498  0.3083
H -0.268 10.408 -5.791  0.3885
H -2.517 9.287 -5.852  0.2572
H -2.151 11.023 -3.348  0.3447
H -3.673 10.719 -4.175  0.3159
H -2.396 11.647 -4.996  0.3847
H -1.895 8.625 -3.156  0.2894
C 1.594 -6.585 -2.971  -0.9030
C 0.946 -7.893 -3.395  0.3102
C -0.013 -8.406 -2.332  -1.1977
O 1.959 -8.868 -3.627  -0.5640
H 2.177 -6.715 -2.052  0.0538
H 2.290 -6.233 -3.740  0.3011
H 0.841 -5.809 -2.799  0.3802
H 0.407 -7.749 -4.337  0.3122
H 0.513 -8.602 -1.391  0.2682
H -0.462 -9.355 -2.645  0.3372
H -0.814 -7.685 -2.141  0.3369
H 2.443 -9.003 -2.795  0.3514
C -6.409 -3.287 -2.702  -1.3593
C -5.915 -2.091 -1.905  0.3734
C -4.881 -1.294 -2.684  -1.1397
O -5.339 -2.543 -0.682  -0.5508
H -5.585 -3.972 -2.931  0.3445
H -7.143 -3.858 -2.124  0.3294
H -6.872 -2.971 -3.642  0.3864
H -6.761 -1.444 -1.649  0.2637
H -4.003 -1.909 -2.912  0.3393
H -4.525 -0.443 -2.093  0.1561
H -5.298 -0.918 -3.623  0.4353
H -4.587 -3.118 -0.900  0.2920

Summary:
LUMO energy: 0.2 eV
Spin multiplicity: 1
Structure (SMILES): C[C@@H](F)C[C@]1(CCCCN)OC(=O)O[C@]1(F)CCC(N)=O.CC(C)O.CC(C)O.CC(C)O.CC(C)O.CC(C)O.CC(C)O.CC(C)O.CC(C)O
E_tot: -72741.167 eV

=====

4.
Here is the molecule C11H21NOS in a non-equilibrium geometry from OMol25. Energies are from the ωB97M-V functional and the def2-TZVPD basis.

Last column: Mulliken charge in e.
Geometry (Å):
C -2.478 -2.905 1.673  -0.8035
C -2.408 -2.004 2.733  -0.2049
C -1.964 -0.546 2.652  -0.3574
N -1.075 -0.362 1.522  0.1532
C -0.436 0.804 1.165  -0.5738
O -0.702 1.832 1.797  -0.6669
C 0.541 0.807 -0.057  1.5648
C -0.163 1.655 -1.161  -0.9895
C -1.640 1.213 -1.406  -1.3514
C 1.846 1.592 0.306  -0.8773
C 2.756 0.979 1.404  -1.2061
S 0.897 -0.932 -0.637  -0.2421
C 1.873 -0.766 -2.171  -0.3303
C 1.006 -1.043 -3.411  -1.1023
H -2.814 -3.914 1.845  0.2757
H -2.169 -2.582 0.672  0.2657
H -2.746 -2.296 3.730  0.3090
H -1.445 -0.268 3.580  0.3086
H -2.853 0.131 2.571  0.2938
H -0.768 -1.198 1.079  0.1310
H -0.189 2.675 -0.819  0.5122
H 0.385 1.601 -2.101  0.4383
H -2.226 1.338 -0.522  0.4165
H -1.692 0.163 -1.693  0.2967
H -2.136 1.781 -2.220  0.3718
H 1.629 2.634 0.592  0.3786
H 2.533 1.677 -0.567  0.4263
H 3.177 0.012 1.079  0.2738
H 3.605 1.668 1.650  0.3703
H 2.169 0.738 2.294  0.2702
H 2.311 0.223 -2.223  0.2358
H 2.740 -1.441 -2.160  0.4701
H 1.596 -0.845 -4.329  0.3654
H 0.174 -0.353 -3.427  0.2464
H 0.667 -2.068 -3.441  0.3316

Summary:
Energy relative to the best compared isomer or geometry (same formula, charge and spin): 0.0000 eV
LUMO energy: 0.7 eV
Spin multiplicity: 1
Structure (SMILES): C=CCNC(=O)C(CC)(CC)SCC
E_tot: -26120.118 eV